110
Properties=species:S:1:pos:R:3 method="wB97M-V/def2-TZVPD" lumo_ev=1.86 charge=-1 homo_ev=-4.944 energy_ev=-124009.16296
Pb -0.378 -0.592 -0.350
O 1.690 0.004 1.950
C 1.439 -0.211 3.293
C 2.479 -0.539 4.161
C 2.236 -0.677 5.514
C 0.954 -0.493 6.019
C -0.084 -0.248 5.141
C 0.128 -0.137 3.765
P -1.290 0.009 2.607
C -2.103 1.529 3.248
C -3.228 1.568 4.069
C -3.747 2.788 4.486
C -3.153 3.977 4.089
C -2.027 3.948 3.275
C -1.508 2.731 2.861
C -2.415 -1.327 3.151
C -3.720 -1.287 2.651
C -4.628 -2.288 2.953
C -4.240 -3.360 3.746
C -2.937 -3.428 4.215
C -2.027 -2.421 3.917
C 2.820 0.732 1.594
C 3.372 1.674 2.454
C 4.552 2.312 2.116
C 5.198 2.007 0.928
C 4.596 1.128 0.046
C 3.379 0.512 0.336
P 2.517 -0.479 -0.948
C 2.812 0.463 -2.489
C 2.677 -0.132 -3.746
C 2.699 0.637 -4.901
C 2.827 2.016 -4.824
C 2.925 2.621 -3.581
C 2.910 1.856 -2.427
C 3.570 -1.990 -0.913
C 3.947 -2.745 -2.020
C 4.660 -3.927 -1.863
C 4.991 -4.387 -0.599
C 4.592 -3.661 0.515
C 3.889 -2.479 0.357
H 3.478 -0.671 3.769
H 3.057 -0.917 6.178
H 0.766 -0.564 7.083
H -1.096 -0.148 5.516
H -3.708 0.649 4.381
H -4.623 2.805 5.122
H -3.567 4.925 4.408
H -1.563 4.870 2.948
H -0.636 2.710 2.216
H -4.028 -0.458 2.021
H -5.637 -2.235 2.560
H -4.948 -4.143 3.988
H -2.617 -4.277 4.806
H -1.006 -2.513 4.259
H 2.877 1.914 3.384
H 4.964 3.051 2.792
H 6.139 2.477 0.674
H 5.057 0.934 -0.914
H 2.495 -1.191 -3.838
H 2.579 0.152 -5.863
H 2.820 2.614 -5.726
H 2.987 3.699 -3.494
H 2.950 2.355 -1.470
H 3.691 -2.432 -3.017
H 4.940 -4.498 -2.739
H 5.547 -5.309 -0.481
H 4.813 -4.023 1.511
H 3.569 -1.936 1.240
O 0.306 -1.939 -2.997
C -0.201 -0.946 -3.519
N -0.648 0.115 -2.816
S -1.223 1.309 -3.754
O -0.408 2.488 -3.666
O -2.645 1.469 -3.575
C -0.913 0.466 -5.291
C -1.161 0.871 -6.588
C -0.832 -0.017 -7.606
C -0.280 -1.265 -7.320
C -0.042 -1.654 -6.007
C -0.366 -0.765 -4.999
H -1.593 1.841 -6.798
H -1.009 0.265 -8.637
H -0.038 -1.940 -8.132
H 0.376 -2.622 -5.761
N -8.168 1.750 -0.678
C -7.076 1.394 -0.685
C -5.700 0.947 -0.679
C -5.396 -0.371 -1.001
C -4.074 -0.768 -0.927
N -3.093 0.062 -0.577
C -3.383 1.336 -0.318
C -4.680 1.824 -0.338
H -6.172 -1.064 -1.292
H -3.786 -1.793 -1.133
H -2.543 1.990 -0.097
H -4.886 2.857 -0.096
O 0.673 1.895 -0.113
N -0.246 2.756 -0.266
C 0.115 4.021 -0.337
C 1.478 4.465 -0.240
N 2.572 4.817 -0.156
C -0.929 5.005 -0.433
N -1.742 5.818 -0.494
F 0.040 -3.157 1.752
C -0.547 -3.101 0.476
F -1.900 -3.393 0.698
C -0.019 -4.328 -0.245
F -0.222 -5.490 0.419
F 1.303 -4.230 -0.447
F -0.616 -4.461 -1.438


85
Properties=species:S:1:pos:R:3 method="wB97M-V/def2-TZVPD" lumo_ev="-6.83 / -6.57" spin_multiplicity=3 charge=+2 homo_ev="-14.069 / -13.084" energy_ev=-148040.78687 s2=2.22
Cr 0.115 -0.540 0.211
C -1.429 3.518 0.214
C -0.937 2.306 -0.237
N -0.537 1.366 0.624
C -0.607 1.639 1.943
C -1.097 2.865 2.367
N -1.513 3.795 1.513
C -0.076 0.575 2.820
C -0.080 0.565 4.197
C 0.519 -0.489 4.889
C 1.115 -1.499 4.132
C 1.057 -1.458 2.756
N 0.458 -0.443 2.113
C 1.619 -2.454 1.818
C 2.471 -3.484 2.185
N 3.055 -4.274 1.292
C 2.780 -4.048 0.010
C 1.898 -3.056 -0.379
N 1.307 -2.256 0.517
C 0.526 -0.535 6.367
C 0.559 -1.748 7.041
C 0.588 -1.743 8.429
N 0.575 -0.626 9.159
C 0.532 0.535 8.503
C 0.511 0.631 7.119
H -1.763 4.277 -0.485
H -0.864 2.079 -1.292
H -1.151 3.108 3.422
H -0.565 1.368 4.740
H 1.645 -2.305 4.626
H 2.701 -3.666 3.231
H 3.274 -4.669 -0.728
H 1.664 -2.909 -1.420
H 0.523 -2.695 6.511
H 0.624 -2.678 8.978
H 0.519 1.432 9.112
H 0.517 1.610 6.653
O -5.200 -1.282 -2.255
C -5.216 -1.509 -0.950
O -6.212 -1.761 -0.338
C -3.911 -1.453 -0.209
C -3.832 -1.792 1.124
N -2.559 -1.633 1.504
N -1.787 -1.218 0.497
C -2.599 -1.100 -0.550
C -1.962 -0.693 -1.833
O -2.579 -0.597 -2.860
O -0.632 -0.498 -1.755
H -4.314 -1.044 -2.583
H -4.614 -2.131 1.791
H -2.163 -1.797 2.415
C 4.699 -0.565 -2.277
C 4.329 -1.038 -3.530
C 2.985 -1.084 -3.889
C 1.993 -0.662 -2.998
C 2.393 -0.177 -1.760
C 3.727 -0.127 -1.388
Ge 0.182 -0.847 -3.632
C -0.521 -2.622 -3.852
C -0.811 -3.052 -5.149
C -1.442 -4.273 -5.360
C -1.796 -5.070 -4.283
C -1.501 -4.658 -2.988
C -0.869 -3.440 -2.773
C -0.293 0.450 -4.919
C 0.571 1.524 -5.144
C 0.279 2.440 -6.145
C -0.861 2.276 -6.922
C -1.722 1.204 -6.700
C -1.444 0.287 -5.697
H 5.744 -0.526 -1.998
H 5.085 -1.366 -4.234
H 2.714 -1.460 -4.871
H 1.662 0.196 -1.072
H 4.013 0.263 -0.418
H -0.535 -2.445 -6.003
H -1.663 -4.595 -6.369
H -2.306 -6.011 -4.448
H -1.768 -5.285 -2.145
H -0.679 -3.133 -1.757
H 1.470 1.647 -4.549
H 0.944 3.277 -6.324
H -1.082 2.989 -7.707
H -2.613 1.085 -7.305
H -2.127 -0.532 -5.510


7
Properties=species:S:1:pos:R:3 method="wB97M-V/def2-TZVPD" lumo_ev="-1.28 / -1.07" charge=0 homo_ev="-9.349 / -8.934" de_lowest_kcal_mol=43.1 energy_ev=-22833.95757
C -0.156 0.060 -0.889
N 0.305 0.315 1.338
O 1.164 -0.477 1.603
O -0.438 1.047 1.832
I -2.286 -0.270 -1.024
I 1.145 -1.563 -1.304
H 0.267 0.888 -1.555


9
Properties=species:S:1:pos:R:3 method="wB97M-V/def2-TZVPD" lumo_ev=-0.23 charge=0 smiles="O=S(=O)=C[SiH3]" homo_ev=-10.207 de_lowest_kcal_mol=48.8 energy_ev=-23906.23463
C -0.086 -0.001 0.646
O -2.445 -0.618 1.445
O -1.706 -1.497 -0.734
Si 1.098 0.349 -0.630
S -1.472 -0.790 0.450
H -0.047 0.913 1.589
H 2.327 1.003 0.128
H 0.674 1.470 -1.577
H 1.656 -0.829 -1.316


15
Properties=species:S:1:pos:R:3 method="wB97M-V/def2-TZVPD" lumo_ev=0.95 charge=0 smiles=Cc1c[nH]c(N)c1 homo_ev=-7.559 de_lowest_kcal_mol=58.4 energy_ev=-8292.46239
C -0.175 1.937 -0.410
C 0.949 0.871 -0.221
C 1.187 -0.146 -1.157
N 0.590 -1.279 -0.687
C -0.003 -1.031 0.535
N -0.949 -1.943 1.054
C 0.367 0.217 0.904
H -1.172 1.501 -0.152
H -0.079 2.808 0.239
H -0.243 2.182 -1.459
H 1.743 -0.196 -2.092
H 0.550 -2.181 -1.132
H -0.946 -1.864 2.063
H -1.884 -1.670 0.747
H 0.064 0.795 1.767